No. 1
Density functional theory data (the ωB97M-V functional and the def2-TZVPD basis) for 6 unconnected molecules or ions with the total composition C5H26B2ClNO7.

Geometry (Å):
Cl -6.859 -13.659 -20.450
O -6.175 -16.279 -18.231
O -6.561 -13.445 -19.085
O -6.834 -12.570 -21.337
O -5.468 -19.293 -17.839
O -6.030 -14.691 -21.025
O -7.298 -13.678 -11.562
O -8.197 -14.260 -20.484
N -8.047 -14.102 -14.619
C -6.765 -13.799 -13.945
C -6.914 -12.880 -12.668
C -7.487 -13.058 -10.343
C -5.864 -13.100 -14.937
C -4.398 -20.280 -17.965
B -7.246 -18.061 -20.207
B -8.390 -16.857 -16.660
H -6.448 -16.898 -18.912
H -5.964 -12.401 -12.431
H -4.948 -21.181 -18.236
H -8.755 -14.248 -13.915
H -6.787 -16.386 -17.499
H -3.820 -20.390 -17.047
H -9.426 -16.726 -16.389
H -6.640 -12.476 -9.978
H -6.405 -12.376 -15.547
H -8.274 -16.666 -17.716
H -7.677 -12.106 -12.757
H -5.304 -13.771 -15.588
H -6.749 -18.895 -19.735
H -7.832 -13.625 -9.479
H -7.884 -17.543 -19.507
H -6.568 -17.310 -20.581
H -7.744 -16.144 -16.171
H -6.243 -14.688 -13.591
H -6.315 -15.381 -18.541
H -5.840 -19.135 -18.710
H -8.232 -12.277 -10.496
H -8.055 -14.898 -15.241
H -3.702 -19.854 -18.688
H -5.089 -12.458 -14.517
H -7.809 -18.504 -21.014
H -8.001 -17.830 -16.403

E_tot, eV: -35287.84133
Lowest unoccupied orbital energy (alpha / beta), Ha: 0.0959 / -0.0902
Spin multiplicity: 2
HOMO (alpha / beta), eV: -6.44 / -6.26
Net charge: -1
F_max, eV Å⁻¹: 6.74
Orbital gap (alpha / beta), Eh: 0.3327 / 0.1397

---

No. 2
Density functional theory data (the ωB97M-V functional and the def2-TZVPD basis) for 7 unconnected molecules or ions with the total composition C5H26N3O6.

Geometry (Å):
O -2.555 1.376 -2.061
O 1.537 -0.198 4.324
O -0.438 1.875 -3.670
O 2.194 2.040 -0.111
O 3.127 -0.003 1.514
O -3.999 -0.864 -1.573
N -0.358 0.776 1.461
N 1.486 0.425 -2.386
N 1.182 -1.084 -0.644
C 0.494 -2.189 0.006
C -2.062 -0.650 2.323
C -1.026 -0.485 1.174
C 0.899 -0.598 -1.817
C -0.060 -1.689 1.330
H 4.000 -0.087 1.109
H 2.302 0.879 -2.013
H -1.452 -0.896 3.196
H 0.293 1.083 0.741
H -2.706 -1.517 2.171
H -3.187 0.652 -1.884
H 1.181 -3.031 0.118
H 3.138 -0.420 2.384
H -1.039 1.525 1.500
H -4.112 -1.030 -0.630
H -0.143 2.756 -3.400
H 0.191 -1.137 -2.442
H -4.831 -1.106 -1.997
H 2.943 2.632 -0.256
H -0.327 -2.673 -0.532
H 1.909 -0.663 -0.063
H -2.600 0.272 2.527
H -3.079 2.186 -2.006
H -0.421 -2.540 1.917
H 2.460 1.723 0.775
H 0.750 -1.403 2.022
H 0.867 0.969 -3.023
H -1.265 1.819 -3.132
H 1.234 -0.680 5.099
H 0.840 -0.069 3.670
H -1.445 -0.596 0.166

E_tot, eV: -22357.52637
Lowest unoccupied orbital energy, Ha: -0.0863
HOMO, eV: -12.63
Net charge: +1
F_max, eV Å⁻¹: 1.83
Orbital gap, Eh: 0.3777

---

No. 3
Density functional theory data (the ωB97M-V functional and the def2-TZVPD basis) for 8 unconnected molecules or ions with the total composition C5H26O7.

Geometry (Å):
O 0.643 -2.047 3.147
O -0.074 -0.342 -4.065
O 2.536 -0.326 3.637
O 2.092 1.213 1.323
O 1.664 -3.608 -2.055
O -2.455 -2.171 -1.651
O -0.247 0.380 4.161
C -0.597 3.523 -1.889
C -1.976 -0.035 0.417
C -0.047 2.153 -2.198
C -1.829 0.841 -0.829
C -0.233 1.290 -0.889
H 1.982 -0.945 4.146
H 0.589 0.293 -3.739
H -0.906 0.166 -4.090
H 0.501 0.358 -0.787
H 2.018 0.673 2.097
H -0.610 4.028 -2.815
H 0.119 -1.682 3.877
H 0.030 1.863 -0.043
H 1.079 2.105 -2.288
H -2.747 -1.294 -1.530
H -0.027 4.383 -1.438
H -1.273 -0.876 0.435
H 3.204 -0.816 3.092
H -1.880 0.297 -1.749
H 2.734 1.901 1.406
H 1.588 -3.217 -2.989
H -0.065 -1.889 2.477
H -3.165 -2.428 -2.267
H -1.584 3.595 -1.438
H 0.619 0.294 3.784
H -2.958 -0.468 0.523
H -1.651 0.576 1.314
H -0.497 1.736 -3.136
H 0.844 -3.176 -1.710
H -0.534 1.298 4.090
H -2.668 1.492 -0.947

E_tot, eV: -19937.28975
Lowest unoccupied orbital energy, Ha: 0.0160
HOMO, eV: -10.49
SMILES string: CCCCC.O.O.O.O.O.O.O
F_max, eV Å⁻¹: 3.61
Orbital gap, Eh: 0.4015

---

No. 4
Density functional theory data (the ωB97M-V functional and the def2-TZVPD basis) for 8 unconnected molecules or ions with the total composition C5H27N2O8.

Geometry (Å):
O 0.099 1.950 1.129
O -3.003 -1.557 0.281
O -2.276 1.399 0.146
O 2.266 0.446 3.039
O -1.424 2.323 -2.102
O 1.088 3.373 -1.706
O 0.790 -2.296 3.873
O 2.295 3.399 1.273
N 2.021 -0.468 -1.059
N -0.456 -0.780 1.192
C -0.227 -1.324 -0.185
C -0.935 -2.695 -0.420
C 1.274 -1.598 -0.453
C 1.673 -0.272 -2.481
C -2.566 -2.587 -0.521
H -0.305 0.258 1.181
H 0.679 2.581 -2.082
H 1.827 0.350 -0.486
H 0.880 -0.901 -2.881
H 0.324 3.963 -1.759
H 1.355 0.763 -2.666
H -2.230 2.060 -2.562
H -1.723 1.879 -1.224
H 2.124 2.651 1.856
H 1.598 3.292 0.627
H 1.985 -0.176 2.339
H 1.303 -2.509 -1.110
H 2.540 -0.339 -3.108
H -0.910 1.945 0.891
H -3.083 1.905 0.358
H 1.782 -1.719 0.508
H -2.763 -2.440 -1.583
H 1.263 -1.633 3.343
H -1.455 -0.786 1.399
H -0.672 -3.423 0.363
H -0.473 -0.598 -0.965
H -0.066 -2.083 3.466
H -3.022 -3.467 -0.055
H 1.357 0.726 3.254
H -2.750 -0.631 0.078
H 0.432 2.059 0.220
H -0.618 -3.041 -1.407

E_tot, eV: -24984.31101
Lowest unoccupied orbital energy, Ha: 0.1117
HOMO, eV: -5.85
Net charge: -1
F_max, eV Å⁻¹: 3.13
Orbital gap, Eh: 0.3265

---

No. 5
Density functional theory data (the ωB97M-V functional and the def2-TZVPD basis) for 8 unconnected molecules or ions with the total composition C5H27N2O8.

Geometry (Å):
O 2.723 -1.695 -2.593
O 2.952 -0.546 -0.234
O 2.030 -0.745 3.194
O -1.079 0.781 3.543
O 0.892 2.958 -1.330
O 0.272 -0.954 -0.261
O 1.630 0.034 -4.303
O 0.958 0.657 1.174
N -1.829 -0.501 -0.891
N -0.330 -1.529 2.368
C -0.922 -0.852 0.083
C -2.639 1.798 -0.535
C -1.280 -0.097 -2.169
C -1.453 -1.428 1.438
C -2.976 0.349 -0.506
H -3.183 0.157 0.625
H 1.850 0.195 0.952
H -1.914 -0.295 -3.016
H -2.222 -0.853 1.965
H -1.531 1.348 4.155
H 2.431 -2.683 -2.406
H -1.747 -2.455 1.001
H -0.271 -0.351 -2.432
H 0.606 2.843 -0.385
H 2.644 -0.023 2.994
H -1.226 1.175 -2.119
H 0.660 -1.336 1.984
H 2.564 -1.092 -0.983
H 3.160 -1.480 -3.468
H -3.384 2.535 -0.080
H -0.895 1.363 2.806
H -3.911 0.049 -1.030
H 0.984 2.034 -1.198
H 1.612 0.289 -3.387
H 3.744 -0.996 -0.179
H -0.234 -2.551 2.696
H -2.673 2.214 -1.599
H 2.357 -1.405 3.870
H -1.694 1.963 0.217
H 2.386 0.505 -4.566
H -0.351 -0.967 3.231
H 1.289 1.587 1.375

E_tot, eV: -24974.33167
Lowest unoccupied orbital energy, Ha: -0.1075
HOMO, eV: -12.34
Net charge: +1
F_max, eV Å⁻¹: 4.75
Orbital gap, Eh: 0.3460

---

No. 6
Density functional theory data (the ωB97M-V functional and the def2-TZVPD basis) for 9 unconnected molecules or ions with the total composition C5H27N2O9.

Geometry (Å):
O -1.925 2.534 0.008
O -2.641 -1.497 2.195
O -2.350 -3.142 -1.063
O -3.947 0.278 0.392
O 3.232 -2.746 0.182
O 0.981 2.428 -3.246
O 0.903 -1.917 -1.620
O 3.799 1.735 0.281
O -1.909 -0.764 -2.297
N 0.062 0.438 -0.954
N 1.108 1.874 1.663
C -0.049 -0.221 1.413
C 0.866 -1.842 -0.442
C 0.783 -0.347 0.101
C 1.900 2.677 2.212
C 0.652 0.655 2.415
H -3.246 -0.960 1.652
H -0.021 1.011 3.204
H -2.847 -1.572 3.126
H 3.500 -2.779 1.112
H -1.636 2.307 0.913
H -0.483 1.163 -0.461
H -3.782 1.222 0.217
H 1.536 2.382 -4.017
H 2.350 2.760 3.213
H 2.035 3.625 1.663
H -0.549 -0.167 -1.583
H -0.310 -1.189 1.863
H -1.100 -0.003 1.167
H -2.511 -4.067 -1.244
H 0.499 3.244 -3.447
H -1.656 -1.691 -2.069
H 2.998 1.987 -0.186
H 1.548 0.220 2.875
H 0.690 1.019 -1.532
H 0.818 -2.603 0.346
H 3.404 -3.575 -0.282
H -1.764 3.479 -0.150
H -2.284 -0.919 -3.178
H -2.820 -2.921 -0.240
H 1.825 -0.122 0.325
H -3.971 -0.040 -0.527
H 4.181 1.221 -0.438

E_tot, eV: -27011.49596
Lowest unoccupied orbital energy (alpha / beta), Ha: -0.2919 / -0.4542
Spin multiplicity: 2
HOMO (alpha / beta), eV: -16.48 / -16.10
Net charge: +2
F_max, eV Å⁻¹: 2.43
Orbital gap (alpha / beta), Eh: 0.3137 / 0.1375